Here is a structure of composition C5H8O2 at a distorted geometry from the OMol25 dataset. Energies are from ωB97M-V/def2-TZVPD.

```
15
Properties=species:S:1:pos:R:3:mulliken_charge:R:1
O -2.169 0.711 1.399 -0.52
C -1.530 0.524 0.155 -0.52
C -0.042 0.797 0.311 0.09
O 0.537 -0.137 1.270 -0.48
C 1.520 -0.497 0.304 -0.14
C 0.843 -1.066 -0.994 -0.85
C 0.961 0.381 -0.761 -0.22
H -1.690 0.161 2.036 0.34
H -1.705 -0.489 -0.234 0.22
H -1.978 1.236 -0.548 0.30
H 0.106 1.827 0.646 0.39
H 2.153 -1.350 0.375 0.48
H -0.030 -1.667 -0.800 0.22
H 1.564 -1.475 -1.709 0.32
H 1.460 1.045 -1.450 0.36
```

Properties
- E_LUMO (eV) = 1.030

Here is an isolated molecule of C5H8O2 at a distorted geometry from the OMol25 dataset. Energies are from ωB97M-V/def2-TZVPD.

```
15
Properties=species:S:1:pos:R:3:mulliken_charge:R:1
C 1.082 1.083 -1.032 -1.49
C 0.215 0.208 -0.188 0.83
C -0.020 0.453 1.430 -0.46
O -0.003 -0.981 1.609 -0.51
C 0.247 -1.279 0.034 0.02
C -0.928 -0.681 -0.661 -0.42
O -2.149 -0.699 -0.027 -0.58
H 2.126 1.171 -0.711 0.31
H 1.094 0.788 -2.076 0.36
H 0.648 2.076 -0.993 0.36
H -0.983 0.930 1.764 0.23
H 0.777 0.923 2.063 0.29
H 0.868 -2.122 -0.339 0.34
H -1.035 -0.835 -1.734 0.38
H -1.940 -1.034 0.861 0.36
```

Properties
- SMILES string = C[C@]12CO[C@H]1[C@H]2O
- E_LUMO (eV) = 0.936

Here is an isolated molecule of C5H8O2 at a distorted geometry from the OMol25 dataset. Energies are from ωB97M-V/def2-TZVPD.

```
15
Properties=species:S:1:pos:R:3:mulliken_charge:R:1
O 0.911 -1.225 -1.491 -0.56
C 1.535 -0.280 -0.981 0.68
O 2.078 0.815 -1.645 -0.47
C 1.407 0.085 0.499 -0.60
C -0.145 -0.470 0.883 -0.68
C -1.313 0.466 0.567 -0.23
C -2.500 0.073 0.033 -0.64
H 2.147 0.730 -2.643 0.35
H 1.539 1.297 0.471 0.19
H 1.960 -0.354 1.252 0.36
H -0.184 -0.799 1.974 0.37
H -0.143 -1.361 0.360 0.37
H -1.134 1.440 0.877 0.37
H -2.678 -0.773 -0.664 0.29
H -3.481 0.356 0.507 0.22
```

Properties
- SMILES string = C=CCCC(=O)O
- E_LUMO (eV) = 0.704

Here is a structure of composition C5H8O2 at a distorted geometry from the OMol25 dataset. Energies are from ωB97M-V/def2-TZVPD.

```
15
Properties=species:S:1:pos:R:3:mulliken_charge:R:1
C 0.437 -1.367 0.663 -1.56
C -0.007 0.060 0.372 1.37
O -0.342 0.774 1.556 -0.59
C 0.979 0.918 -0.441 -0.76
C 0.186 1.137 -1.724 -0.43
O -0.499 0.017 -1.954 -0.18
C -1.111 0.152 -0.696 -0.80
H 0.681 -1.889 -0.271 0.37
H 1.324 -1.360 1.307 0.37
H -0.358 -1.934 1.172 0.43
H -0.957 0.217 2.065 0.35
H 1.178 1.874 0.042 0.32
H 1.929 0.445 -0.673 0.34
H -1.379 1.306 -0.726 0.31
H -2.061 -0.350 -0.694 0.47
```

Properties
- E_LUMO (eV) = 0.492

Here is a structure of composition C5H8O2 from the OMol25 dataset. Energies are from ωB97M-V/def2-TZVPD.

```
15
Properties=species:S:1:pos:R:3:mulliken_charge:R:1
C 1.767 -0.111 0.676 -1.33
C 0.591 0.131 -0.209 0.89
C -0.116 -0.830 -1.120 -0.87
C -0.841 -0.190 0.043 0.40
O -1.321 -0.899 1.127 -0.51
C -1.088 1.287 -0.203 -0.47
O 0.285 1.472 -0.612 -0.47
H 2.719 -0.117 0.136 0.33
H 1.639 -1.073 1.183 0.31
H 1.798 0.677 1.435 0.31
H -0.324 -0.546 -2.151 0.25
H 0.120 -1.879 -0.959 0.29
H -2.143 -1.334 0.871 0.34
H -1.809 1.606 -0.964 0.26
H -1.277 1.805 0.746 0.25
```

Properties
- E_LUMO (eV) = 0.776

Here is an isolated molecule of C5H8O2 from the OMol25 dataset. Energies are from ωB97M-V/def2-TZVPD.

```
15
Properties=species:S:1:pos:R:3:mulliken_charge:R:1
C -0.279 1.406 -0.324 -1.51
C -0.147 -0.017 0.176 1.24
C -0.907 -1.136 -0.462 -0.65
C -1.237 -0.691 0.942 -0.76
O 1.142 -0.330 0.709 -0.33
C 2.202 -0.134 -0.084 0.08
O 2.182 0.177 -1.245 -0.46
H -0.109 1.468 -1.401 0.28
H 0.462 2.040 0.171 0.39
H -1.269 1.807 -0.089 0.39
H -1.592 -0.872 -1.264 0.23
H -0.412 -2.094 -0.585 0.25
H -2.155 -0.137 1.120 0.24
H -0.931 -1.347 1.751 0.24
H 3.117 -0.283 0.510 0.36
```

Properties
- SMILES string = CC1(OC=O)CC1
- E_LUMO (eV) = 1.005

Here is an isolated molecule of C5H8O2 from the OMol25 dataset. Energies are from ωB97M-V/def2-TZVPD.

```
15
Properties=species:S:1:pos:R:3:mulliken_charge:R:1
C 1.270 0.518 -1.311 -0.70
C 0.565 -0.713 -0.807 -0.03
O 0.725 -1.155 0.506 -0.40
C -0.059 -0.536 1.518 -0.39
C -1.195 0.308 0.971 -0.40
O -0.687 1.229 0.022 -0.40
C -0.215 0.533 -1.093 -0.11
H 1.853 1.085 -0.591 0.24
H 1.651 0.519 -2.328 0.28
H 0.464 -1.554 -1.490 0.35
H 0.596 0.096 2.133 0.28
H -0.456 -1.336 2.155 0.30
H -1.971 -0.322 0.512 0.30
H -1.649 0.892 1.778 0.33
H -0.892 0.555 -1.947 0.35
```

Properties
- SMILES string = C1CO[C@@H]2C[C@@H]2O1
- E_LUMO (eV) = 1.084

Here is a structure of composition C5H8O2 at a distorted geometry from the OMol25 dataset. Energies are from ωB97M-V/def2-TZVPD.

```
15
Properties=species:S:1:pos:R:3:mulliken_charge:R:1
C 0.293 -0.895 1.484 -0.59
C 0.474 -1.405 0.082 -0.16
O -0.518 -1.132 -0.851 -0.39
C -0.966 0.173 -0.832 -0.47
C 0.006 1.168 -0.751 -0.16
O 1.155 0.973 -0.072 -0.39
C 1.310 -0.266 0.555 -0.07
H -0.615 -0.348 1.718 0.25
H 0.678 -1.507 2.293 0.29
H 0.930 -2.362 -0.128 0.35
H -1.972 0.227 -0.431 0.30
H -1.815 1.669 -1.476 0.13
H 0.174 1.966 -1.459 0.50
H -1.523 2.144 -0.926 0.06
H 2.362 -0.400 0.758 0.35
```

Properties
- E_LUMO (eV) = 0.719

Here is a structure of composition C5H8O2 at a distorted geometry from the OMol25 dataset. Energies are from ωB97M-V/def2-TZVPD.

```
15
Properties=species:S:1:pos:R:3:mulliken_charge:R:1
O 2.239 0.492 0.122 -0.50
C 1.333 -0.541 -0.186 -0.70
C 0.106 -0.228 0.666 0.24
C -0.658 1.087 0.195 -0.59
C -1.771 0.348 -0.543 -0.59
C -0.971 -1.178 0.286 0.05
O -0.902 -2.320 0.657 -0.48
H 3.018 0.404 -0.434 0.30
H 1.764 -1.544 0.002 0.36
H 1.025 -0.531 -1.247 0.31
H 0.352 -0.306 1.732 0.47
H -1.030 1.677 1.044 0.28
H 0.011 1.697 -0.420 0.27
H -1.714 0.400 -1.641 0.26
H -2.802 0.545 -0.232 0.30
```

Properties
- E_LUMO (eV) = 0.794

Here is an isolated molecule of C5H8O2 at a distorted geometry from the OMol25 dataset. Energies are from ωB97M-V/def2-TZVPD.

```
15
Properties=species:S:1:pos:R:3:mulliken_charge:R:1
C 1.502 -0.967 0.292 0.56
C 2.470 -1.843 0.431 -0.90
C -0.247 0.042 -0.108 1.48
C -1.524 -0.017 0.652 -1.46
C -0.221 1.372 -0.872 -1.38
O 0.921 0.125 0.767 -0.39
O 0.261 -1.174 -0.743 -0.51
H 2.662 -2.669 -0.337 0.25
H 3.067 -1.752 1.338 0.26
H -2.293 -0.548 0.120 0.38
H -1.730 0.947 1.131 0.31
H -1.567 -0.686 1.520 0.38
H -0.991 1.483 -1.620 0.38
H 0.590 1.588 -1.558 0.38
H -0.224 2.276 -0.096 0.26
```

Properties
- SMILES string = C=C1OC(C)(C)O1
- E_LUMO (eV) = 0.866

Here is an isolated molecule of C5H8O2 at a distorted geometry from the OMol25 dataset. Energies are from ωB97M-V/def2-TZVPD.

```
15
Properties=species:S:1:pos:R:3:mulliken_charge:R:1
C -1.618 0.150 -1.213 -1.24
C -0.364 -0.047 -0.426 1.13
C 0.860 -0.751 -0.794 -1.17
C 0.621 0.676 0.359 0.19
O 1.289 1.792 0.016 -0.49
C 0.063 0.296 1.683 -0.45
O -0.840 -0.570 0.999 -0.43
H -2.005 -0.848 -1.458 0.31
H -1.443 0.684 -2.149 0.34
H -2.351 0.669 -0.596 0.32
H 0.763 -1.832 -1.023 0.29
H 1.772 -0.291 -1.156 0.30
H 1.883 2.014 0.746 0.36
H 0.805 -0.150 2.358 0.29
H -0.432 1.119 2.239 0.26
```

Properties
- SMILES string = C[C@@]12C[C@]1(O)CO2
- E_LUMO (eV) = 0.567

Here is a structure of composition C5H8O2 at a distorted geometry from the OMol25 dataset. Energies are from ωB97M-V/def2-TZVPD.

```
15
Properties=species:S:1:pos:R:3:mulliken_charge:R:1
C 0.539 -0.081 -1.634 -1.24
C 0.474 -0.090 -0.168 0.46
C 0.869 0.967 0.830 -0.36
O 0.633 0.042 1.914 -0.47
C 0.134 -0.902 0.967 0.39
C -1.298 -0.741 0.563 -0.66
O -1.823 0.403 -0.079 -0.49
H 1.587 0.053 -1.930 0.37
H 0.151 -1.013 -2.049 0.31
H -0.041 0.753 -2.062 0.27
H 0.310 1.904 0.975 0.20
H 1.938 1.210 0.708 0.25
H 0.424 -1.952 1.046 0.32
H -1.771 -1.652 0.170 0.33
H -2.141 1.053 0.544 0.32
```

Properties
- E_LUMO (alpha / beta) (eV) = 0.572 / 0.749

So what do the calculations give for energy above the lowest of the compared OMol25 structures with the same formula, charge and spin? Going down the list: 84.25 79.68 61.01 107.06 56.78 23.35 50.01 139.89 59.67 72.60 105.37 130.01 kcal/mol.